Entry 1:
The following is a quantum chemistry calculation of a molecular structure, C29H36Br3CaCl7F6GaN3O12, from the Open Molecules 2025 dataset.

Each line ends with the Mulliken charge.
CARTESIAN COORDINATES (ANGSTROEM)
C1 3.3017 -4.4253 -0.8374  0.468
C2 4.0196 -5.5415 -1.7221  0.424
O1 5.0922 -6.0498 -1.2798  -0.612
O2 3.5062 -5.9832 -2.9633  -0.345
C3 3.5119 -4.8829 -3.9571  -0.394
C4 1.9642 -4.7246 -4.4503  -0.471
C5 1.3855 -3.3697 -3.7963  0.595
Ga1 -0.5283 -3.4628 -3.0700  -0.050
F1 -0.4833 -3.5865 -1.1508  -0.438
N1 -1.3530 -1.7047 -3.4623  -0.442
C6 -0.7668 -0.7816 -2.7943  0.635
O3 -0.3810 -0.0291 -1.8523  -0.632
C7 -1.7561 -4.8643 -3.9546  0.406
F2 -1.1225 -6.0913 -4.3224  -0.283
F3 -2.5050 -4.3138 -5.0548  -0.302
C8 -2.8791 -5.2725 -2.8401  0.706
F4 -3.2241 -4.1536 -2.0421  -0.183
F5 -4.0556 -5.8263 -3.3973  -0.266
F6 -2.3193 -6.2593 -1.9557  -0.272
H1 3.4521 -3.3615 -1.2516  -0.154
H2 2.1762 -4.6491 -0.7983  0.059
H3 3.7266 -4.5178 0.2308  -0.005
H4 4.1645 -5.2757 -4.8236  0.292
H5 3.9230 -3.9099 -3.5104  0.298
H6 1.4458 -5.6862 -4.1261  0.232
H7 1.9979 -4.5799 -5.5944  0.311
H8 2.0619 -3.1402 -2.8826  -0.683
H9 1.5044 -2.4421 -4.4814  0.299
C9 -3.4474 -3.2823 1.4175  -0.564
C10 -4.5183 -2.4001 1.5384  -0.633
C11 -4.3728 -1.2199 2.2626  -0.611
C12 -3.1583 -0.9248 2.8782  0.401
C13 -2.0919 -1.8199 2.7786  0.772
C14 -2.2367 -2.9955 2.0357  -0.480
C15 -0.8175 -1.5420 3.4661  0.864
O4 0.1310 -2.3353 3.3724  -1.381
C16 -0.6861 -0.3151 4.2700  0.636
C17 0.4976 -0.0707 4.9715  -0.530
C18 0.6349 1.0920 5.7211  -1.260
C19 -0.4034 2.0190 5.7659  -0.728
C20 -1.5869 1.7776 5.0737  -0.402
C21 -1.7338 0.6056 4.3329  0.497
C22 -3.0069 0.3399 3.6291  0.583
O5 -3.9171 1.1458 3.6708  -0.730
H10 -3.5591 -4.1971 0.8447  0.381
H11 -5.4673 -2.6307 1.0657  0.434
H12 -5.2099 -0.5342 2.3479  0.520
H13 -1.4083 -3.6907 1.9412  0.168
H14 1.3130 -0.7869 4.9386  0.370
H15 1.5531 1.2777 6.2692  0.410
H16 -0.2923 2.9334 6.3467  0.657
H17 -2.3947 2.5062 5.1170  0.541
C23 2.3660 0.6010 -0.8179  -1.232
C24 3.1743 -0.2997 -1.7124  0.667
O6 3.0289 -1.5208 -1.7086  -0.576
N2 4.0793 0.2743 -2.5388  -0.126
C25 4.3854 1.6818 -2.6854  -0.759
H18 1.6840 -0.0020 -0.2169  0.133
H19 3.0266 1.1514 -0.1442  0.467
H20 1.7740 1.2942 -1.4183  0.283
H21 4.5831 -0.3901 -3.1101  0.228
H22 4.1944 1.9587 -3.7235  0.211
H23 5.4441 1.8285 -2.4615  0.305
H24 3.7854 2.3062 -2.0256  0.361
Ca1 1.7736 -3.6119 2.5513  1.421
C26 -3.0325 5.7315 3.9235  -0.127
Cl1 -1.3532 6.1694 3.5750  -0.182
Cl2 -3.2688 3.9866 3.7337  -0.013
Cl3 -3.4842 6.2478 5.5532  -0.078
H25 -3.6764 6.2452 3.2104  0.394
O7 4.4828 3.9969 -6.8881  -0.652
Cl4 3.8672 2.6919 -6.8960  1.733
O8 4.5527 1.8390 -7.8359  -0.645
O9 2.4722 2.8164 -7.2842  -0.776
O10 3.9411 2.1107 -5.5665  -0.751
C27 -1.0776 5.5466 -0.2186  0.736
Cl5 -1.5070 7.0415 -1.0595  -0.117
Cl6 -2.0828 4.2035 -0.7847  -0.136
Cl7 0.6393 5.1756 -0.4439  -0.127
H26 -1.2607 5.6862 0.8464  -0.362
C28 -2.5933 9.3757 1.8619  -0.336
O11 -3.6214 9.3596 2.7025  -0.636
H27 -1.6308 8.9632 2.2299  0.103
H28 -2.7079 8.8191 0.9114  0.046
H29 -2.2627 10.3654 1.4832  0.320
N3 0.3508 1.9594 -5.0261  -0.304
H30 0.8243 1.8092 -4.1306  0.171
H31 -0.4928 2.5191 -4.8765  0.415
H32 0.9832 2.4567 -5.6700  0.317
H33 0.0930 1.0551 -5.4318  0.382
C29 -2.1830 4.6705 9.4036  -0.337
Br1 -1.5774 3.7548 11.0025  -0.040
Br2 -1.3276 3.9725 7.8067  0.141
Br3 -4.1158 4.6529 9.2496  -0.014
H34 -1.8800 5.7124 9.4984  0.367
O12 0.3419 -6.6184 0.3085  -0.566
H35 0.0858 -7.0885 1.1121  0.288
H36 -0.4780 -6.5660 -0.2032  0.300

Forces on atoms 1 to 3 (eV/Å):
-0.702 -0.405 -0.383
3.457 -1.660 1.187
-4.283 1.756 -1.636


Entry 2:
The following is a quantum chemistry calculation of a molecular structure, C29H36Cl2EuN4O2P2, from the Open Molecules 2025 dataset.

energy relative to the best compared isomer or geometry (same formula, charge and spin): 182.9 kJ/mol
multiplicity: 8

Each line ends with the Mulliken charge.
CARTESIAN COORDINATES (ANGSTROEM)
Eu1 0.1433 1.9246 -0.4344  0.695
C1 -1.8108 1.9682 -3.8205  -0.296
C2 -1.8533 0.6644 -3.5282  -0.575
C3 -0.8786 -0.4072 -3.9871  -0.681
C4 0.5998 -0.0855 -3.8765  -1.362
C5 1.0285 0.8168 -2.7274  0.499
C6 0.8226 2.1820 -2.6428  0.340
C7 0.4190 3.0652 -3.7708  -1.051
C8 -0.7742 2.6286 -4.6310  -0.886
C9 1.9443 0.7164 3.0152  -2.782
H1 -2.6850 2.5877 -3.5809  0.635
H2 -2.7862 0.2479 -3.0975  0.567
H3 -1.0935 -0.6745 -5.0331  0.444
H4 -1.1224 -1.3022 -3.3977  0.250
H5 1.1088 -1.0446 -3.7163  0.397
H6 0.9884 0.2645 -4.8436  0.472
H7 1.9809 0.4285 -2.2747  -0.086
H8 1.4513 2.7684 -1.9337  0.067
H9 1.3027 3.2354 -4.4089  0.342
H10 0.1746 4.0459 -3.3209  0.254
H11 -1.1943 3.5405 -5.0602  0.445
H12 -0.4377 2.0340 -5.4811  0.356
H13 1.4711 1.6963 2.9262  0.522
H14 2.9878 0.8641 3.2992  0.862
H15 1.4174 0.2387 3.8363  0.271
P1 1.8590 -0.4602 1.4229  1.134
P2 -1.6818 -1.3101 1.3758  0.500
N1 2.7016 0.7043 0.3779  0.510
N2 3.0557 -1.6540 1.7056  0.886
N3 -2.4427 -0.0862 0.4777  0.820
N4 -2.8397 -2.3650 1.7219  0.630
C10 0.8758 -1.2506 0.0429  0.707
C11 -0.4882 -1.9752 0.3026  -1.636
C12 2.8299 2.0801 0.6704  -0.573
C13 3.8633 2.5930 -0.0952  -0.912
C14 4.2912 1.5685 -0.9901  -0.681
C15 3.5660 0.4169 -0.6968  -0.548
C16 4.0747 -1.4607 2.6637  -0.542
C17 4.8156 -2.6298 2.7927  -0.580
C18 4.2874 -3.5806 1.8684  -0.633
C19 3.2136 -2.9700 1.2137  -0.389
C20 -3.4467 0.7311 1.0139  -0.346
C21 -3.5304 1.8825 0.2700  -1.892
C22 -2.5334 1.8422 -0.7402  0.136
C23 -1.9291 0.5844 -0.6380  -0.886
C24 -3.7546 -2.6732 0.7094  -0.252
C25 -4.8716 -3.2143 1.2901  -0.687
C26 -4.6242 -3.3093 2.6960  -0.562
C27 -3.3835 -2.7688 2.9492  -0.555
H16 1.5562 -2.0379 -0.3494  0.567
H17 0.7726 -0.5866 -0.8630  -1.485
H18 -0.9874 -2.1322 -0.6678  0.386
H19 -0.2784 -2.9725 0.7104  0.478
H20 2.3310 2.5378 1.5159  0.430
H21 4.2912 3.5862 0.0102  0.446
H22 5.0583 1.6624 -1.7604  0.440
H23 3.5788 -0.5771 -1.1445  0.598
H24 4.1657 -0.5258 3.1935  0.357
H25 5.6350 -2.7906 3.4819  0.435
H26 4.6334 -4.5969 1.7023  0.421
H27 2.5537 -3.3654 0.4461  0.349
H28 -4.0250 0.3750 1.8588  0.610
H29 -4.2187 2.6901 0.4700  0.496
H30 -2.3403 2.5774 -1.5024  0.756
H31 -1.2255 0.0917 -1.3074  0.474
H32 -3.5078 -2.4344 -0.3114  0.387
H33 -5.7571 -3.4846 0.7357  0.448
H34 -5.2966 -3.7330 3.4133  0.476
H35 -2.8335 -2.6656 3.8611  0.429
Cl1 -1.3799 2.5415 4.8249  -0.176
C28 -1.7294 0.8801 4.3608  0.216
Cl2 -3.5163 0.5015 4.3788  -0.248
C29 -1.2359 0.6151 3.0319  -0.220
O1 -1.3044 -0.7904 2.7678  -0.227
O2 -0.7736 1.3680 2.1699  -0.459
H36 -1.2782 0.1671 5.0590  0.265

Forces on atoms 1 to 3 (eV/Å):
1.065 -0.336 3.158
-1.158 -0.891 -0.237
-0.885 -0.194 -1.073


no.,M (u),E (hartree)
1,1330.3,-16338.25179
2,757.5,-3809.10094